DFT (the ωB97M-V functional and the def2-TZVPD basis) results for C21H37CoGeN2S as an isolated structure.

Positions of all 63 atoms, in Å:
Co (1.988, 0.786, 0.327)
C (5.412, 0.252, 0.479)
C (4.235, 1.164, 0.475)
C (3.733, 1.697, -0.725)
C (2.689, 2.636, -0.712)
C (2.190, 3.258, -1.978)
C (2.100, 2.974, 0.529)
C (2.581, 2.475, 1.761)
C (1.992, 2.926, 3.060)
C (3.612, 1.533, 1.704)
H (5.531, -0.270, -0.468)
H (5.381, -0.456, 1.304)
H (6.301, 0.877, 0.623)
H (4.186, 1.417, -1.668)
H (2.238, 2.568, -2.819)
H (2.834, 4.108, -2.218)
H (1.175, 3.637, -1.873)
H (1.282, 3.683, 0.535)
H (1.970, 2.123, 3.796)
H (0.989, 3.327, 2.929)
H (2.618, 3.727, 3.462)
H (3.984, 1.096, 2.623)
C (-4.369, -3.260, 0.298)
C (-4.118, -2.561, -1.031)
C (-3.439, -1.197, -0.888)
C (-2.066, -1.312, -0.185)
Ge (-1.118, 0.363, -0.180)
C (-1.375, 1.779, 1.124)
C (-2.896, 2.012, 1.001)
C (-3.229, 2.292, -0.462)
C (-4.715, 2.432, -0.745)
H (-4.953, -4.166, 0.150)
H (-4.937, -2.622, 0.978)
H (-3.442, -3.550, 0.797)
H (-5.065, -2.402, -1.549)
H (-3.514, -3.194, -1.689)
H (-4.091, -0.531, -0.316)
H (-3.317, -0.750, -1.880)
H (-1.453, -2.042, -0.721)
H (-2.174, -1.650, 0.847)
H (-0.264, 0.698, -1.428)
H (-0.824, 2.658, 0.788)
H (-1.045, 1.517, 2.130)
H (-3.198, 2.836, 1.648)
H (-3.442, 1.133, 1.355)
H (-2.833, 1.451, -1.102)
H (-2.681, 3.179, -0.794)
H (-5.257, 1.530, -0.461)
H (-4.905, 2.627, -1.799)
H (-5.117, 3.269, -0.173)
C (1.472, -4.377, 1.144)
N (1.553, -3.729, -0.182)
C (1.700, -4.420, -1.359)
C (1.783, -3.509, -2.360)
N (1.681, -2.277, -1.766)
C (1.546, -2.412, -0.436)
S (1.395, -1.218, 0.819)
H (0.984, -5.337, 1.008)
H (0.880, -3.758, 1.810)
H (2.479, -4.511, 1.531)
H (1.736, -5.495, -1.390)
H (1.900, -3.639, -3.422)
H (1.707, -1.396, -2.256)

The calculation puts the total energy at -4788.75004 Eh. The value obtained for the lowest unoccupied orbital energy (spin up / spin down) is -12.3 / -10.8 eV. The frontier orbital gap (spin up / spin down) is 6.02 / 7.55 eV. Its total charge is +3. Its spin multiplicity is 2.

---

DFT (the ωB97M-V functional and the def2-TZVPD basis) results for a 3-piece molecular cluster, C21H37F3NO2 overall.

Positions of all 64 atoms, in Å:
O (-4.030, 0.445, 5.773)
C (-3.807, 1.154, 4.863)
O (-4.000, 2.494, 4.866)
C (-3.376, 0.586, 3.535)
C (-3.416, 1.323, 2.360)
C (-3.006, 0.728, 1.190)
N (-2.556, -0.542, 1.209)
C (-2.480, -1.273, 2.333)
C (-1.925, -2.662, 2.256)
C (-0.662, -2.823, 3.132)
C (0.334, -1.690, 2.985)
F (0.303, -1.157, 1.753)
F (0.104, -0.700, 3.859)
F (1.583, -2.138, 3.205)
C (-2.911, -0.716, 3.529)
H (-3.195, 2.946, 5.157)
H (-3.762, 2.342, 2.384)
H (-3.032, 1.277, 0.263)
H (-2.258, -0.944, 0.328)
H (-2.667, -3.362, 2.624)
H (-1.676, -2.945, 1.237)
H (-0.953, -2.861, 4.176)
H (-0.139, -3.741, 2.897)
H (-2.868, -1.301, 4.429)
C (7.607, -3.693, 1.015)
C (6.667, -3.648, -0.187)
C (6.173, -2.241, -0.522)
C (5.353, -1.568, 0.580)
C (4.112, -2.340, 1.022)
C (3.087, -2.534, -0.093)
H (7.113, -3.356, 1.928)
H (7.957, -4.710, 1.191)
H (8.481, -3.061, 0.849)
H (5.819, -4.316, -0.014)
H (7.192, -4.044, -1.059)
H (5.585, -2.282, -1.443)
H (7.035, -1.606, -0.747)
H (5.048, -0.577, 0.228)
H (5.988, -1.392, 1.453)
H (3.640, -1.794, 1.841)
H (4.396, -3.313, 1.430)
H (2.760, -1.571, -0.492)
H (2.205, -3.060, 0.282)
H (3.492, -3.122, -0.916)
C (-3.885, 3.681, -6.084)
C (-3.197, 4.525, -5.015)
C (-1.983, 3.842, -4.386)
C (-2.288, 2.537, -3.650)
C (-3.315, 2.663, -2.526)
C (-2.873, 3.598, -1.402)
H (-4.282, 2.751, -5.674)
H (-4.720, 4.225, -6.524)
H (-3.190, 3.428, -6.887)
H (-3.921, 4.799, -4.242)
H (-2.867, 5.463, -5.465)
H (-1.495, 4.543, -3.703)
H (-1.249, 3.631, -5.169)
H (-1.353, 2.145, -3.236)
H (-2.638, 1.787, -4.364)
H (-3.495, 1.663, -2.111)
H (-4.275, 2.999, -2.923)
H (-1.927, 3.263, -0.965)
H (-3.625, 3.628, -0.608)
H (-2.736, 4.619, -1.755)

The calculation puts the total energy at -1327.00532 Eh. The value obtained for the lowest unoccupied orbital energy is -5.0 eV. The frontier orbital gap is 7.54 eV. Its total charge is +1.

---

DFT (the ωB97M-V functional and the def2-TZVPD basis) results for C21H37N5O6SSr as an isolated structure.

Positions of all 71 atoms, in Å:
Sr (0.748, -0.323, 0.036)
C (1.578, -3.454, 1.242)
O (1.592, -2.080, 1.588)
C (1.183, -1.884, 2.989)
C (1.939, -0.650, 3.450)
O (1.657, 0.304, 2.435)
C (2.107, 1.592, 2.889)
C (2.604, 2.377, 1.704)
O (1.685, 2.141, 0.643)
C (2.172, 2.917, -0.436)
H (0.591, -3.946, 1.432)
H (2.293, -4.013, 1.828)
H (1.812, -3.488, 0.173)
H (1.402, -2.773, 3.551)
H (0.087, -1.675, 3.023)
H (3.019, -0.840, 3.463)
H (1.601, -0.348, 4.443)
H (2.895, 1.425, 3.622)
H (1.271, 2.096, 3.414)
H (3.599, 2.006, 1.397)
H (2.654, 3.447, 1.963)
H (1.804, 3.952, -0.343)
H (1.852, 2.434, -1.358)
H (3.283, 2.938, -0.414)
O (1.203, 1.093, -2.711)
C (1.727, -0.048, -2.918)
O (1.205, -1.160, -2.523)
C (3.152, -0.098, -3.509)
C (3.411, 0.127, -4.856)
C (4.684, 0.095, -5.380)
C (5.780, -0.239, -4.572)
C (5.626, -0.306, -3.195)
C (4.330, -0.317, -2.630)
S (4.317, -0.346, -0.913)
H (2.560, 0.454, -5.454)
H (4.889, 0.265, -6.418)
H (6.772, -0.299, -5.033)
H (6.491, -0.391, -2.541)
C (-4.362, 1.949, 0.562)
C (-3.271, 2.404, 1.574)
C (-3.803, 2.128, 3.003)
C (-2.925, 3.872, 1.343)
N (-2.083, 1.577, 1.529)
N (-1.307, 1.645, 0.280)
H (-5.217, 2.666, 0.608)
H (-4.764, 0.943, 0.746)
H (-3.963, 2.034, -0.441)
H (-4.802, 2.509, 3.011)
H (-3.179, 2.625, 3.746)
H (-3.786, 1.052, 3.208)
H (-3.829, 4.471, 1.540)
H (-2.676, 4.054, 0.302)
H (-2.062, 4.223, 1.932)
H (-2.348, 0.614, 1.711)
H (-0.549, 2.312, 0.468)
H (-1.923, 2.096, -0.441)
C (-4.329, -3.930, -1.740)
N (-3.275, -3.187, -0.970)
C (-3.443, -2.834, 0.464)
C (-2.204, -1.920, 0.674)
O (-1.913, -1.341, 1.766)
N (-1.484, -1.849, -0.476)
C (-2.095, -2.638, -1.426)
N (-1.611, -2.801, -2.664)
H (-4.886, -4.572, -1.033)
H (-3.816, -4.524, -2.524)
H (-5.000, -3.205, -2.200)
H (-3.424, -3.665, 1.183)
H (-4.380, -2.226, 0.574)
H (-0.793, -2.217, -2.931)
H (-2.078, -3.250, -3.457)

The calculation puts the total energy at -1976.57117 Eh. The energy above the lowest of the compared OMol25 structures with the same formula, charge and spin comes out at 34.8 kJ/mol. The value obtained for the lowest unoccupied orbital energy is -0.2 eV. The frontier orbital gap is 4.96 eV.

---

What did the third record say?
DFT (the ωB97M-V functional and the def2-TZVPD basis) results for C21H37N5O6SSr as an isolated structure.

Positions of all 71 atoms, in Å:
Sr (0.748, -0.323, 0.036)
C (1.578, -3.454, 1.242)
O (1.592, -2.080, 1.588)
C (1.183, -1.884, 2.989)
C (1.939, -0.650, 3.450)
O (1.657, 0.304, 2.435)
C (2.107, 1.592, 2.889)
C (2.604, 2.377, 1.704)
O (1.685, 2.141, 0.643)
C (2.172, 2.917, -0.436)
H (0.591, -3.946, 1.432)
H (2.293, -4.013, 1.828)
H (1.812, -3.488, 0.173)
H (1.402, -2.773, 3.551)
H (0.087, -1.675, 3.023)
H (3.019, -0.840, 3.463)
H (1.601, -0.348, 4.443)
H (2.895, 1.425, 3.622)
H (1.271, 2.096, 3.414)
H (3.599, 2.006, 1.397)
H (2.654, 3.447, 1.963)
H (1.804, 3.952, -0.343)
H (1.852, 2.434, -1.358)
H (3.283, 2.938, -0.414)
O (1.203, 1.093, -2.711)
C (1.727, -0.048, -2.918)
O (1.205, -1.160, -2.523)
C (3.152, -0.098, -3.509)
C (3.411, 0.127, -4.856)
C (4.684, 0.095, -5.380)
C (5.780, -0.239, -4.572)
C (5.626, -0.306, -3.195)
C (4.330, -0.317, -2.630)
S (4.317, -0.346, -0.913)
H (2.560, 0.454, -5.454)
H (4.889, 0.265, -6.418)
H (6.772, -0.299, -5.033)
H (6.491, -0.391, -2.541)
C (-4.362, 1.949, 0.562)
C (-3.271, 2.404, 1.574)
C (-3.803, 2.128, 3.003)
C (-2.925, 3.872, 1.343)
N (-2.083, 1.577, 1.529)
N (-1.307, 1.645, 0.280)
H (-5.217, 2.666, 0.608)
H (-4.764, 0.943, 0.746)
H (-3.963, 2.034, -0.441)
H (-4.802, 2.509, 3.011)
H (-3.179, 2.625, 3.746)
H (-3.786, 1.052, 3.208)
H (-3.829, 4.471, 1.540)
H (-2.676, 4.054, 0.302)
H (-2.062, 4.223, 1.932)
H (-2.348, 0.614, 1.711)
H (-0.549, 2.312, 0.468)
H (-1.923, 2.096, -0.441)
C (-4.329, -3.930, -1.740)
N (-3.275, -3.187, -0.970)
C (-3.443, -2.834, 0.464)
C (-2.204, -1.920, 0.674)
O (-1.913, -1.341, 1.766)
N (-1.484, -1.849, -0.476)
C (-2.095, -2.638, -1.426)
N (-1.611, -2.801, -2.664)
H (-4.886, -4.572, -1.033)
H (-3.816, -4.524, -2.524)
H (-5.000, -3.205, -2.200)
H (-3.424, -3.665, 1.183)
H (-4.380, -2.226, 0.574)
H (-0.793, -2.217, -2.931)
H (-2.078, -3.250, -3.457)

The calculation puts the total energy at -1976.57117 Eh. The energy above the lowest of the compared OMol25 structures with the same formula, charge and spin comes out at 34.8 kJ/mol. The value obtained for the lowest unoccupied orbital energy is -0.2 eV. The frontier orbital gap is 4.96 eV.

---

Please write out number 2 again, unchanged.
DFT (the ωB97M-V functional and the def2-TZVPD basis) results for a 3-piece molecular cluster, C21H37F3NO2 overall.

Positions of all 64 atoms, in Å:
O (-4.030, 0.445, 5.773)
C (-3.807, 1.154, 4.863)
O (-4.000, 2.494, 4.866)
C (-3.376, 0.586, 3.535)
C (-3.416, 1.323, 2.360)
C (-3.006, 0.728, 1.190)
N (-2.556, -0.542, 1.209)
C (-2.480, -1.273, 2.333)
C (-1.925, -2.662, 2.256)
C (-0.662, -2.823, 3.132)
C (0.334, -1.690, 2.985)
F (0.303, -1.157, 1.753)
F (0.104, -0.700, 3.859)
F (1.583, -2.138, 3.205)
C (-2.911, -0.716, 3.529)
H (-3.195, 2.946, 5.157)
H (-3.762, 2.342, 2.384)
H (-3.032, 1.277, 0.263)
H (-2.258, -0.944, 0.328)
H (-2.667, -3.362, 2.624)
H (-1.676, -2.945, 1.237)
H (-0.953, -2.861, 4.176)
H (-0.139, -3.741, 2.897)
H (-2.868, -1.301, 4.429)
C (7.607, -3.693, 1.015)
C (6.667, -3.648, -0.187)
C (6.173, -2.241, -0.522)
C (5.353, -1.568, 0.580)
C (4.112, -2.340, 1.022)
C (3.087, -2.534, -0.093)
H (7.113, -3.356, 1.928)
H (7.957, -4.710, 1.191)
H (8.481, -3.061, 0.849)
H (5.819, -4.316, -0.014)
H (7.192, -4.044, -1.059)
H (5.585, -2.282, -1.443)
H (7.035, -1.606, -0.747)
H (5.048, -0.577, 0.228)
H (5.988, -1.392, 1.453)
H (3.640, -1.794, 1.841)
H (4.396, -3.313, 1.430)
H (2.760, -1.571, -0.492)
H (2.205, -3.060, 0.282)
H (3.492, -3.122, -0.916)
C (-3.885, 3.681, -6.084)
C (-3.197, 4.525, -5.015)
C (-1.983, 3.842, -4.386)
C (-2.288, 2.537, -3.650)
C (-3.315, 2.663, -2.526)
C (-2.873, 3.598, -1.402)
H (-4.282, 2.751, -5.674)
H (-4.720, 4.225, -6.524)
H (-3.190, 3.428, -6.887)
H (-3.921, 4.799, -4.242)
H (-2.867, 5.463, -5.465)
H (-1.495, 4.543, -3.703)
H (-1.249, 3.631, -5.169)
H (-1.353, 2.145, -3.236)
H (-2.638, 1.787, -4.364)
H (-3.495, 1.663, -2.111)
H (-4.275, 2.999, -2.923)
H (-1.927, 3.263, -0.965)
H (-3.625, 3.628, -0.608)
H (-2.736, 4.619, -1.755)

The calculation puts the total energy at -1327.00532 Eh. The value obtained for the lowest unoccupied orbital energy is -5.0 eV. The frontier orbital gap is 7.54 eV. Its total charge is +1.